# C3H6N2O2

A 2-piece molecular cluster, C3H6N2O2 overall (the ωB97M-V functional and the def2-TZVPD basis, OMol25).

Properties
E_tot: -10282.0610 eV
gap between HOMO and LUMO: 9.4 eV
LUMO: 0.51 eV
largest force on an atom: 3.31 eV Å⁻¹
relative energy (zero: lowest compared OMol25 entry of this formula, charge and spin): 63.10 kcal per mole
SMILES string: O=C1CC=NN1.O

Each line ends with the natural charge from an NBO analysis.
Atoms and positions in Å:
O 1.248 1.672 0.532  -0.59
C 0.722 0.610 0.375  0.71
C -0.425 -0.016 1.186  -0.59
C -0.324 -1.459 0.815  0.02
N 0.622 -1.690 0.013  -0.19
N 1.155 -0.504 -0.301  -0.46
H -1.316 0.419 0.786  0.25
H -0.302 0.226 2.249  0.25
H -1.123 -2.159 0.936  0.20
H 1.975 -0.423 -0.840  0.39
O -0.539 0.912 -1.602  -0.93
H -0.209 1.394 -2.344  0.48
H -1.485 1.018 -1.805  0.47

Atomic forces in eV per Å
0.41 0.87 -0.70
-0.62 -2.37 2.23
0.38 0.56 0.02
-1.29 0.69 0.57
-0.12 -0.77 -1.07
2.12 1.68 -0.16
-0.91 0.29 0.14
-0.21 -0.11 -0.26
0.11 -0.68 0.63
0.92 -0.50 -0.64
-2.00 0.09 -0.57
1.10 0.57 -0.72
0.11 -0.32 0.51


# C3H6N2O2

One molecule with the formula C3H6N2O2 (the ωB97M-V functional and the def2-TZVPD basis, OMol25).

Properties
E_tot: -10281.5160 eV
gap between HOMO and LUMO: 10.3 eV
LUMO: 0.93 eV
largest force on an atom: 1.31 eV Å⁻¹
relative energy (zero: lowest compared OMol25 entry of this formula, charge and spin): 75.67 kcal per mole

Each line ends with the natural charge from an NBO analysis.
Atoms and positions in Å:
N -1.677 -0.179 -0.739  -0.83
C -0.443 0.081 -0.136  0.48
O -0.273 1.291 0.562  -0.55
C 0.069 -0.988 0.849  -0.12
O 1.248 -0.297 1.288  -0.49
C 1.213 0.777 0.432  0.46
N 0.931 0.273 -0.881  -0.67
H -2.048 0.592 -1.278  0.38
H -1.677 -1.045 -1.270  0.38
H 0.326 -1.905 0.315  0.19
H -0.568 -1.179 1.716  0.20
H 2.022 1.482 0.626  0.20
H 0.877 1.098 -1.485  0.36

Atomic forces in eV per Å
0.09 0.15 -0.05
0.32 -0.58 -0.56
1.28 -0.12 0.24
-0.10 -0.25 -0.07
0.09 -0.05 0.03
-0.48 0.86 0.44
-0.42 -0.11 -0.04
0.14 -0.03 -0.06
-0.03 0.25 0.17
0.02 -0.04 0.18
-0.09 0.12 -0.30
-0.43 0.08 -0.02
-0.39 -0.28 0.03


# C3H6N2O2

One molecule with the formula C3H6N2O2 (the ωB97M-V functional and the def2-TZVPD basis, OMol25).

Properties
E_tot: -10281.3821 eV
gap between HOMO and LUMO: 9.4 eV
LUMO: 0.64 eV
largest force on an atom: 0.52 eV Å⁻¹
relative energy (zero: lowest compared OMol25 entry of this formula, charge and spin): 78.76 kcal per mole

Each line ends with the natural charge from an NBO analysis.
Atoms and positions in Å:
N 1.464 0.456 -0.559  -0.83
C 1.120 0.579 0.748  0.64
O 1.925 0.764 1.643  -0.59
C -0.391 0.591 1.049  -0.19
O -1.004 -0.727 1.100  -0.49
C -1.233 -1.538 0.099  0.38
N -1.021 -0.943 -1.162  -0.95
H 2.445 0.439 -0.790  0.40
H 0.777 0.155 -1.235  0.42
H -0.926 1.252 0.362  0.19
H -0.482 0.952 2.072  0.23
H -0.958 -1.699 -1.825  0.39
H -1.715 -0.282 -1.502  0.40

Atomic forces in eV per Å
0.06 0.05 0.01
0.11 0.08 0.09
-0.31 -0.08 -0.29
-0.05 0.25 -0.02
-0.08 -0.29 -0.11
0.44 0.22 -0.05
-0.05 -0.39 0.15
-0.09 -0.03 0.08
0.15 -0.03 0.20
0.05 -0.07 0.05
-0.06 0.04 -0.20
-0.34 -0.10 -0.24
0.18 0.35 0.33


# C3H6N2O2

One molecule with the formula C3H6N2O2 (the ωB97M-V functional and the def2-TZVPD basis, OMol25).

Properties
E_tot: -10279.5330 eV
gap between HOMO and LUMO: 10.4 eV
LUMO: 0.81 eV
largest force on an atom: 5.69 eV Å⁻¹
relative energy (zero: lowest compared OMol25 entry of this formula, charge and spin): 121.40 kcal per mole
SMILES string: [H]/N=C1/OCON1C

Each line ends with the natural charge from an NBO analysis.
Atoms and positions in Å:
H 0.190 1.547 -1.928  0.34
N 0.178 0.424 -2.055  -0.71
C -0.078 -0.189 -0.934  0.63
O -0.348 -1.511 -1.006  -0.48
C -0.391 -1.875 0.402  0.17
O -0.755 -0.698 1.143  -0.37
N 0.214 0.152 0.386  -0.20
C 0.269 1.563 0.591  -0.44
H -1.101 -2.815 0.595  0.21
H 0.750 -2.086 0.546  0.17
H 0.557 1.557 1.748  0.22
H 1.191 1.968 -0.032  0.26
H -0.677 1.963 0.543  0.20

Atomic forces in eV per Å
0.24 -3.53 -0.12
-1.17 2.74 2.14
1.98 0.22 -3.40
-1.36 0.36 1.61
1.14 -2.16 0.28
1.31 -0.13 -1.53
-0.83 -0.95 -1.46
3.97 -0.86 3.98
1.49 2.50 -0.40
-2.14 -0.07 0.69
-0.33 0.85 -2.34
-2.39 -0.67 1.33
-1.90 1.71 -0.78


# C3H6N2O2

One molecule with the formula C3H6N2O2 (the ωB97M-V functional and the def2-TZVPD basis, OMol25).

Properties
E_tot: -10280.0856 eV
gap between HOMO and LUMO (spin up / spin down): 7.5 / 7.5 eV
LUMO (spin up / spin down): -0.38 / -0.38 eV
largest force on an atom: 2.38 eV Å⁻¹
relative energy (zero: lowest compared OMol25 entry of this formula, charge and spin): 108.66 kcal per mole
SMILES string: C/C=C(\N)ON=O

Each line ends with the natural charge from an NBO analysis.
Atoms and positions in Å:
C -1.426 -1.084 -0.339  -0.65
C -0.041 -0.705 0.076  -0.36
C 0.367 0.570 0.318  0.45
N -0.426 1.692 0.168  -0.83
O 1.657 0.857 0.525  -0.47
N 2.469 -0.068 -0.497  0.43
O 3.529 -0.340 -0.117  -0.20
H -2.189 -0.701 0.345  0.20
H -1.656 -0.691 -1.332  0.21
H -1.534 -2.168 -0.368  0.22
H 0.648 -1.500 0.316  0.21
H -1.401 1.595 0.406  0.39
H 0.003 2.543 0.498  0.39

Atomic forces in eV per Å
-0.04 0.12 -0.06
0.24 0.64 0.72
-0.75 -1.19 -0.92
0.00 0.23 -0.02
1.33 -0.60 -0.02
1.52 -0.05 0.60
-2.21 0.84 -0.29
-0.05 -0.01 0.03
-0.10 -0.02 -0.06
-0.02 0.08 -0.03
0.12 0.03 -0.03
0.08 -0.02 0.06
-0.10 -0.04 0.01


# C3H6N2O2S

One molecule with the formula C3H6N2O2S (the ωB97M-V functional and the def2-TZVPD basis, OMol25).

Properties
E_tot: -21114.3394 eV
gap between HOMO and LUMO: 8.8 eV
LUMO: 0.14 eV
largest force on an atom: 2.49 eV Å⁻¹
relative energy (zero: lowest compared OMol25 entry of this formula, charge and spin): 127.06 kcal per mole
SMILES string: CN(/C=N/O)OC=S

Each line ends with the natural charge from an NBO analysis.
Atoms and positions in Å:
C 0.238 -0.990 -0.972  -0.46
N -0.235 0.104 -0.107  -0.15
C 0.593 0.906 0.661  0.19
N 1.784 1.061 0.235  -0.21
O 2.592 1.807 1.094  -0.56
O -1.268 -0.357 0.740  -0.35
C -2.422 -0.671 0.143  0.02
S -3.009 -0.149 -1.260  -0.03
H 0.301 -1.897 -0.418  0.20
H -0.383 -1.000 -1.894  0.23
H 1.285 -0.778 -1.330  0.25
H 0.120 1.271 1.597  0.20
H 3.444 1.844 0.612  0.48
H -3.039 -1.152 0.898  0.20

Atomic forces in eV per Å
1.17 1.75 -1.32
-0.65 0.01 -0.67
0.84 -0.42 0.16
-0.27 -0.08 0.36
0.45 0.28 -0.27
0.23 -0.94 0.12
-0.62 1.26 0.39
0.16 -0.38 -0.24
-0.36 -0.90 0.32
0.23 -0.43 0.88
-1.07 0.17 0.62
0.62 -0.02 -0.69
-0.80 -0.03 0.39
0.08 -0.28 -0.06


# C3H6N2O2S

One molecule with the formula C3H6N2O2S (the ωB97M-V functional and the def2-TZVPD basis, OMol25).

Properties
E_tot: -21115.3556 eV
gap between HOMO and LUMO: 10.0 eV
LUMO: 0.04 eV
largest force on an atom: 5.65 eV Å⁻¹
relative energy (zero: lowest compared OMol25 entry of this formula, charge and spin): 103.63 kcal per mole
SMILES string: [H]/N=C(/NO)SC(C)=O

Each line ends with the natural charge from an NBO analysis.
Atoms and positions in Å:
H 0.263 -0.075 2.804  0.36
N -0.660 0.366 2.436  -0.62
C -0.454 1.062 1.263  0.25
N -1.539 1.845 0.620  -0.35
O -1.844 1.243 -0.653  -0.56
S 0.982 0.992 0.130  0.23
C 0.571 -0.589 -0.601  0.40
C 1.597 -1.297 -1.409  -0.73
O -0.530 -1.152 -0.509  -0.59
H -2.322 1.825 1.325  0.37
H -1.729 0.280 -0.494  0.48
H 2.553 -0.598 -1.673  0.23
H 1.164 -1.603 -2.427  0.26
H 1.948 -2.298 -0.813  0.27

Atomic forces in eV per Å
-1.79 1.03 -1.13
2.60 2.73 -4.20
-2.14 -2.02 2.74
1.33 -1.62 2.13
-0.16 0.25 1.25
-0.33 -0.84 0.67
-2.17 -1.49 -0.09
3.29 -0.58 -1.17
1.64 1.51 0.37
0.46 -0.28 -1.40
-0.24 0.23 -0.26
-2.15 -1.80 0.89
0.45 0.32 1.70
-0.80 2.57 -1.50


# C3H6N2O2S

One molecule with the formula C3H6N2O2S (the ωB97M-V functional and the def2-TZVPD basis, OMol25).

Properties
E_tot: -21117.6749 eV
gap between HOMO and LUMO (spin up / spin down): 8.2 / 8.2 eV
LUMO (spin up / spin down): -0.14 / -0.14 eV
largest force on an atom: 4.05 eV Å⁻¹
relative energy (zero: lowest compared OMol25 entry of this formula, charge and spin): 50.15 kcal per mole

Each line ends with the natural charge from an NBO analysis.
Atoms and positions in Å:
C -0.177 0.538 -0.259  0.63
C -1.483 0.588 -1.107  -0.13
C 1.185 -1.035 1.151  -0.43
N -2.020 1.789 -1.348  -0.76
N -0.006 -0.708 0.271  -0.60
O 0.406 1.549 0.138  -0.61
O -3.187 -0.290 -2.670  -0.98
S -1.956 -0.738 -2.001  0.95
H 1.985 -0.318 1.120  0.23
H 0.945 -0.930 2.278  0.21
H 1.604 -2.029 0.942  0.21
H -1.576 2.571 -0.977  0.42
H -2.802 1.776 -2.102  0.45
H -0.426 -1.443 -0.296  0.39

Atomic forces in eV per Å
-1.05 0.74 1.79
2.07 0.36 -0.76
-1.17 0.16 1.44
-2.50 -2.55 -1.91
1.98 -0.12 0.18
-0.75 -1.22 -1.16
-1.34 0.25 -1.27
0.71 0.38 1.42
0.18 0.53 -0.99
-0.30 -0.63 -1.80
-0.49 0.34 0.00
0.61 1.58 0.57
1.82 0.27 1.84
0.22 -0.09 0.66


# C3H6N2O2S

One molecule with the formula C3H6N2O2S (the ωB97M-V functional and the def2-TZVPD basis, OMol25).

Properties
E_tot: -21113.0047 eV
gap between HOMO and LUMO (spin up / spin down): 6.4 / 8.7 eV
LUMO (spin up / spin down): -1.29 / 0.05 eV
largest force on an atom: 3.65 eV Å⁻¹
relative energy (zero: lowest compared OMol25 entry of this formula, charge and spin): 157.84 kcal per mole

Each line ends with the natural charge from an NBO analysis.
Atoms and positions in Å:
C 0.628 -1.189 -0.549  0.68
C 0.399 1.640 1.622  -0.76
C -1.438 -0.453 -1.426  -0.06
N 1.811 -1.603 -0.775  -0.74
N 0.252 -0.809 0.709  -0.84
O -1.866 0.095 1.646  -0.93
O -0.250 -0.931 -1.563  -0.48
S -0.759 0.577 0.906  1.53
H 0.038 2.529 2.041  0.21
H 1.199 1.773 0.958  0.21
H -1.804 -0.082 -2.440  0.19
H -2.070 -0.757 -0.657  0.18
H 2.061 -2.031 -1.623  0.37
H 0.970 -0.851 1.442  0.44

Atomic forces in eV per Å
2.32 0.05 -0.90
-1.44 -1.73 0.05
-2.01 2.19 -2.12
-1.00 0.20 2.18
-0.42 0.89 0.58
-2.23 -0.04 1.87
2.88 -1.59 -0.41
2.82 0.62 -1.65
-0.71 1.01 0.77
1.23 -0.01 -0.91
0.16 -0.36 1.84
-1.16 -0.76 0.96
-0.22 -0.21 -1.48
-0.21 -0.26 -0.76